Record 1
Entry from the OMol25 dataset: 3 unconnected molecules or ions with the total composition C24H54BIN3O3 in a non-equilibrium geometry (wB97M-V/def2-TZVPD).

```
! RIJCOSX wB97M-V def2-TZVPD def2/J DEFGRID3
* xyz -1 1
C 3.8508 6.0638 -0.7213
C 4.7606 4.8072 -0.6156
C 3.9491 3.5922 -0.1972
I 3.5644 3.7955 1.9465
C 4.5098 2.2432 -0.6358
N 5.8676 1.9697 -0.2197
C 6.2949 1.8152 0.9641
C 5.9270 0.6769 1.8956
C 7.3778 2.7469 1.4953
O 4.6207 2.5095 -2.0304
B 3.4789 1.9687 -2.8327
O 2.6191 1.3590 -1.7670
C 3.4872 1.0542 -0.7291
C 2.7526 0.4843 0.5033
C 1.3049 0.0579 0.1944
C 0.2630 1.0043 0.7663
O -0.0136 0.6542 2.1250
C 0.1463 1.7320 3.0200
H 4.1557 6.8204 0.0021
H 3.9065 6.5182 -1.7084
H 2.8078 5.8343 -0.5084
H 5.5177 5.0695 0.1202
H 5.2175 4.6590 -1.5849
H 2.9738 3.6472 -0.6744
H 6.4805 0.7424 2.8321
H 4.8680 0.6427 2.1458
H 6.2032 -0.2722 1.4378
H 7.2200 3.7270 1.0630
H 7.3350 2.7612 2.5813
H 8.3507 2.3503 1.1917
H 3.7914 1.2326 -3.7627
H 2.8319 2.9471 -3.2702
H 4.1214 0.2245 -1.0926
H 2.7401 1.1245 1.3851
H 3.2840 -0.4183 0.8074
H 1.1726 -0.1180 -0.8679
H 1.1388 -0.8939 0.7080
H 0.6045 2.0368 0.6773
H -0.6716 0.8728 0.2129
H 1.1878 2.0680 3.0168
H -0.4829 2.5826 2.7434
H -0.0813 1.3828 4.0243
C -2.6189 -4.9028 -0.2456
C -1.2759 -4.7001 -0.9305
N -1.3944 -4.2150 -2.2923
C -0.1447 -4.2765 -3.0334
C 1.0233 -3.4013 -2.5611
C -2.1683 -2.9967 -2.4618
C -1.7071 -1.7523 -1.6958
H -3.2593 -5.5637 -0.8322
H -2.4660 -5.3582 0.7343
H -3.1453 -3.9615 -0.0867
H -0.7628 -5.6653 -0.9668
H -0.6557 -4.0429 -0.3003
H -0.3569 -4.0513 -4.0824
H 0.1842 -5.3215 -3.0242
H 0.8829 -2.3521 -2.8144
H 1.9426 -3.7230 -3.0543
H 1.1878 -3.4777 -1.4859
H -3.2043 -3.2092 -2.1796
H -2.2186 -2.7669 -3.5291
H -1.4434 -1.9725 -0.6606
H -2.5110 -1.0121 -1.6743
H -0.8528 -1.2752 -2.1723
C -5.9466 -0.4295 -1.3349
C -6.3836 -0.1030 0.0853
N -6.2128 -1.2131 1.0039
C -6.8692 -1.0104 2.2813
C -6.3708 0.1277 3.1814
C -4.8738 -1.7785 1.0608
C -3.7121 -0.8521 1.4400
H -6.4624 -1.3167 -1.7055
H -6.1880 0.4052 -1.9944
H -4.8719 -0.5980 -1.4061
H -7.4476 0.1504 0.0651
H -5.8545 0.8049 0.4163
H -6.8293 -1.9495 2.8407
H -7.9320 -0.8419 2.0765
H -5.4238 -0.1153 3.6607
H -7.0956 0.3050 3.9795
H -6.2530 1.0634 2.6347
H -4.6540 -2.2152 0.0827
H -4.8927 -2.6321 1.7439
H -3.7622 0.1081 0.9248
H -2.7680 -1.3209 1.1595
H -3.6660 -0.6673 2.5119
*
```

Values from the calculation:
* LUMO: 2.41 eV
* relative energy (zero: lowest compared OMol25 entry of this formula, charge and spin): 9.5 kcal per mole
* frontier orbital gap: 6.53 eV

***

Record 2
Entry from the OMol25 dataset: 5 unconnected molecules or ions with the total composition C24H54BN6O8 in a non-equilibrium geometry (wB97M-V/def2-TZVPD).

```
! RIJCOSX wB97M-V def2-TZVPD def2/J DEFGRID3
* xyz 0 2
C -1.4400 -1.7710 3.3625
C -1.3180 -1.3927 1.8320
C -1.1462 -2.7854 1.1099
C -2.6834 -0.7368 1.4429
C -2.6464 0.3819 0.3382
C -3.7424 1.4977 0.6169
C -3.5731 2.1987 1.9911
O -4.8948 2.3388 2.5712
C -2.9400 3.6165 1.9593
N -2.8589 4.2456 0.6321
B -3.1201 -0.3003 -1.0523
O -2.3333 -0.2636 -2.2356
O -4.3647 -0.9417 -1.2023
C -1.2849 1.1331 0.1650
C -0.0384 0.2439 0.4764
C 1.1554 1.2505 0.6791
C 0.3908 -0.6092 -0.7678
N -0.1358 -0.5259 1.7243
O 0.0531 0.1896 2.7756
H -0.4644 -2.1347 3.7160
H -2.1734 -2.6006 3.4340
H -1.8519 -0.9460 3.9624
H -1.7102 -3.5604 1.6546
H -1.5206 -2.7492 0.0739
H -0.0749 -3.0392 1.1722
H -3.3177 -1.5561 1.0407
H -3.1837 -0.4293 2.3826
H -4.7049 0.9405 0.6695
H -3.8381 2.1744 -0.2473
H -2.9990 1.6005 2.7280
H -5.1602 1.4872 2.9118
H -3.4990 4.2627 2.6747
H -1.9119 3.5246 2.3835
H -2.2853 3.6838 0.0095
H -2.3425 5.1113 0.7503
H -2.8481 0.1951 -2.9025
H -4.8850 -0.8597 -0.4025
H -1.1847 2.0429 0.7881
H -1.1602 1.4729 -0.8820
H 1.3127 1.7171 -0.3183
H 0.8930 2.0758 1.3578
H 2.0955 0.7373 0.9295
H 0.4516 0.1069 -1.6045
H -0.3628 -1.3678 -1.0281
H 1.3810 -1.0696 -0.5629
C 3.9570 -2.4886 -2.4540
O 3.4379 -1.8664 -1.5485
N 3.4376 -2.6260 -3.6925
C 4.1102 -3.3862 -4.7336
C 2.1666 -1.9922 -3.9883
H 4.9219 -3.0050 -2.3300
H 4.3194 -2.7276 -5.5797
H 3.4677 -4.1978 -5.0575
H 5.0465 -3.8006 -4.3662
H 2.2509 -0.9147 -3.8335
H 1.3994 -2.3786 -3.3142
H 1.8800 -2.1911 -5.0189
C -3.6612 3.9641 5.1683
O -2.9886 4.8217 4.6310
N -3.2933 3.2718 6.2711
C -4.1463 2.2592 6.8586
C -2.0058 3.5540 6.8800
H -4.6508 3.6742 4.7846
H -4.3857 2.5374 7.8875
H -3.6254 1.2987 6.8559
H -5.0718 2.1628 6.2929
H -1.9662 4.6028 7.1795
H -1.2113 3.3712 6.1543
H -1.8557 2.9202 7.7515
C 3.8176 -5.5632 -7.6642
O 4.3882 -5.4453 -6.5989
N 2.9272 -6.5363 -7.9619
C 2.2819 -6.6158 -9.2574
C 2.6110 -7.5300 -6.9512
H 3.9866 -4.8623 -8.4970
H 1.1998 -6.5416 -9.1295
H 2.5258 -7.5714 -9.7266
H 2.6186 -5.8073 -9.9042
H 2.2032 -7.0354 -6.0680
H 3.5210 -8.0584 -6.6620
H 1.8844 -8.2407 -7.3384
C 4.0660 5.2081 0.6570
O 4.5852 4.6966 -0.3116
N 3.9081 4.6087 1.8604
C 3.2763 5.2834 2.9761
C 4.3865 3.2490 2.0355
H 3.6691 6.2360 0.6315
H 3.9803 5.3454 3.8093
H 2.3943 4.7201 3.2893
H 2.9721 6.2901 2.6935
H 5.4596 3.2150 1.8391
H 3.8815 2.5958 1.3222
H 4.1885 2.9067 3.0491
*
```

Values from the calculation:
* LUMO (alpha / beta): 0.38 / 0.36 eV
* frontier orbital gap (alpha / beta): 8.62 / 9.24 eV

***

Record 3
Entry from the OMol25 dataset: a molecular structure, C24H54CaNO11S3 in a non-equilibrium geometry (wB97M-V/def2-TZVPD).

```
! RIJCOSX wB97M-V def2-TZVPD def2/J DEFGRID3
* xyz 1 1
Ca -29.4198 0.2681 -2.5803
C -32.3747 -0.7488 0.4052
C -31.4579 -0.4570 -0.7414
O -30.8745 -1.3808 -1.3668
O -31.1806 0.7514 -1.0400
H -31.8019 -0.6245 1.3263
H -32.7417 -1.7700 0.3406
H -33.1994 -0.0380 0.4267
C -34.7738 -3.1906 -1.1623
C -34.0900 -2.7900 -2.4599
C -33.5166 -3.9653 -3.2387
O -35.0611 -2.1233 -3.2749
H -34.1211 -3.7252 -0.4757
H -35.6435 -3.8059 -1.4120
H -35.1892 -2.2960 -0.6945
H -33.2874 -2.0908 -2.1933
H -32.9202 -3.6105 -4.0773
H -34.3241 -4.6311 -3.5408
H -32.8595 -4.5587 -2.5914
H -34.6572 -1.3629 -3.7001
C -34.2326 4.0198 -3.1604
C -33.6623 2.8908 -2.3173
C -34.6241 1.7307 -2.1720
O -32.4162 2.4691 -2.8772
H -33.4719 4.7163 -3.5060
H -34.9385 4.5738 -2.5390
H -34.7776 3.6184 -4.0155
H -33.4543 3.2953 -1.3143
H -35.5215 1.9681 -1.6030
H -34.1325 0.8984 -1.6486
H -34.8849 1.2965 -3.1409
H -32.0146 1.8193 -2.2849
C -26.8091 0.9766 1.0311
C -27.9040 1.0376 -0.0198
C -28.1449 2.4344 -0.5344
O -29.0494 2.4054 -1.6443
C -29.5293 3.7059 -1.9951
N -27.5851 0.1183 -1.1561
H -26.6620 -0.0462 1.3800
H -26.9825 1.6985 1.8242
H -25.8442 1.1387 0.5306
H -28.8322 0.6417 0.4029
H -27.2041 2.9219 -0.8253
H -28.5870 3.0531 0.2532
H -30.2162 4.0669 -1.2278
H -30.0915 3.6083 -2.9207
H -28.7012 4.4035 -2.1289
H -27.3052 -0.8033 -0.8161
H -26.7204 0.4685 -1.5768
C -33.4496 2.7446 2.2639
C -33.0988 2.0327 3.5709
C -31.7398 2.5572 4.0125
S -30.7919 2.5414 2.4974
O -30.2742 1.2009 2.3133
O -29.9181 3.6779 2.3873
C -32.1898 2.7909 1.3973
H -33.8196 3.7516 2.4552
H -34.2448 2.2266 1.7261
H -33.0779 0.9482 3.4354
H -33.8475 2.1976 4.3464
H -31.2273 1.9095 4.7204
H -31.8171 3.5744 4.3919
H -32.1405 2.0461 0.6036
H -32.0676 3.7654 0.9266
C -30.0646 -2.9812 2.5128
C -29.9083 -4.1337 1.4964
C -28.4540 -4.5546 1.3808
S -27.5408 -3.0238 1.5268
O -27.4681 -2.4214 0.2058
O -26.3292 -3.1832 2.2751
C -28.7597 -2.1822 2.5536
H -30.2948 -3.3469 3.5096
H -30.8573 -2.3451 2.1325
H -30.2143 -3.7449 0.5171
H -30.5927 -4.9613 1.6739
H -28.2093 -4.9917 0.4167
H -28.1499 -5.2176 2.1906
H -28.8446 -1.1299 2.2824
H -28.2758 -2.2102 3.5301
C -28.3509 -4.8408 -2.3754
C -27.7453 -5.1162 -3.7545
C -27.8021 -3.8270 -4.5543
S -29.3350 -3.0421 -4.0324
O -30.3622 -3.1369 -5.0231
O -28.9947 -1.7091 -3.5295
C -29.6702 -4.1044 -2.6246
H -27.7113 -4.1376 -1.8336
H -28.5169 -5.7604 -1.8209
H -28.2715 -5.9206 -4.2751
H -26.7278 -5.4989 -3.6607
H -27.8280 -3.9819 -5.6306
H -26.9888 -3.1405 -4.3232
H -30.4543 -4.7761 -2.9786
H -30.0560 -3.4617 -1.8343
*
```

Values from the calculation:
* LUMO: -2.61 eV
* frontier orbital gap: 9.45 eV

***

Respective energy values: -45153.447, -51760.533, -100719.522 eV.